[1]
{"formula": "C14H8AlBrCl44O2PS", "method": "ωB97M-V with the def2-TZVPD basis set", "elements": ["C", "C", "O", "O", "C", "Al", "Br", "P", "S", "H", "H", "H", "H", "H", "H", "H", "H", "C", "Cl", "Cl", "Cl", "Cl", "C", "Cl", "Cl", "Cl", "Cl", "C", "Cl", "Cl", "Cl", "Cl", "C", "Cl", "Cl", "Cl", "Cl", "C", "Cl", "Cl", "Cl", "Cl", "C", "Cl", "Cl", "Cl", "Cl", "C", "Cl", "Cl", "Cl", "Cl", "C", "Cl", "Cl", "Cl", "Cl", "C", "Cl", "Cl", "Cl", "Cl", "C", "Cl", "Cl", "Cl", "Cl", "C", "Cl", "Cl", "Cl", "Cl"], "positions_angstrom": [[-0.117, -2.233, -6.487], [0.329, -3.585, -5.950], [0.975, -4.312, -6.659], [-0.032, -3.997, -4.722], [0.417, -3.103, -3.657], [2.441, -3.099, -3.334], [3.282, -5.333, -2.993], [3.524, -2.091, -5.208], [5.370, -1.570, -4.697], [-1.016, -1.875, -5.975], [-0.376, -2.356, -7.542], [0.693, -1.498, -6.465], [-0.017, -3.493, -2.724], [0.091, -2.059, -3.796], [2.822, -2.273, -2.016], [3.468, -2.925, -6.352], [2.806, -0.874, -5.430], [6.086, 1.671, -2.436], [5.379, 0.278, -1.622], [5.164, 2.049, -3.896], [6.050, 3.073, -1.344], [7.763, 1.316, -2.875], [4.462, 4.920, 2.263], [5.039, 4.377, 3.843], [5.848, 5.180, 1.199], [3.408, 3.689, 1.567], [3.560, 6.448, 2.417], [5.999, 0.659, -8.718], [7.676, 0.134, -8.513], [5.475, 0.304, -10.378], [4.975, -0.188, -7.566], [5.895, 2.407, -8.436], [-2.513, -1.765, -1.207], [-1.935, -0.624, -2.426], [-3.435, -3.049, -1.999], [-1.138, -2.466, -0.351], [-3.550, -0.910, -0.049], [-7.734, -3.078, -1.978], [-6.378, -2.059, -1.493], [-9.223, -2.116, -1.966], [-7.451, -3.699, -3.610], [-7.875, -4.439, -0.851], [3.403, 7.177, 6.988], [3.185, 6.894, 5.259], [3.684, 5.628, 7.806], [4.819, 8.248, 7.223], [1.934, 7.900, 7.651], [8.404, 6.235, 8.998], [8.682, 6.714, 10.680], [6.670, 6.063, 8.711], [9.056, 7.477, 7.918], [9.215, 4.696, 8.682], [-11.923, -5.962, -0.137], [-12.538, -6.886, -1.515], [-10.901, -4.644, -0.716], [-13.288, -5.300, 0.782], [-10.974, -7.027, 0.910], [2.829, 11.758, 9.648], [3.870, 12.207, 11.007], [3.629, 10.523, 8.669], [1.300, 11.116, 10.266], [2.508, 13.188, 8.655], [3.548, -7.504, 0.884], [4.927, -6.502, 1.354], [2.075, -6.528, 0.912], [3.804, -8.137, -0.740], [3.383, -8.851, 2.029], [-17.502, -4.784, 2.502], [-17.905, -3.064, 2.401], [-17.496, -5.290, 4.196], [-18.704, -5.724, 1.610], [-15.901, -5.059, 1.797]], "atomic_forces_ev_per_a": [[-0.5, 0.0, 0.1], [0.4, -0.3, -0.5], [-0.1, -0.2, -0.2], [-0.1, 0.7, -0.1], [0.9, 0.0, 0.7], [-0.3, -0.7, 0.4], [-0.2, 0.6, -0.2], [0.3, -0.1, 1.1], [0.4, -0.2, 0.0], [0.3, 0.2, 0.1], [0.1, -0.2, 0.1], [-0.1, -0.1, 0.3], [-0.2, 0.1, -0.5], [-0.3, -0.4, -0.1], [-0.1, 0.1, -0.2], [-0.3, 0.6, -0.2], [-0.1, -0.5, -0.7], [-0.1, -0.2, -0.1], [0.0, 0.2, 0.0], [0.1, 0.0, 0.1], [0.0, 0.0, 0.0], [0.0, 0.0, 0.0], [0.0, -0.1, -0.1], [0.0, 0.1, -0.1], [0.0, 0.1, 0.1], [0.0, 0.1, 0.0], [0.1, -0.2, -0.4], [-0.2, -0.1, 0.1], [0.0, 0.0, 0.0], [0.0, 0.0, 0.0], [0.3, 0.3, -0.3], [0.0, 0.0, 0.0], [0.2, -0.1, -0.1], [-0.1, 0.1, 0.1], [0.4, 0.0, 0.0], [-0.1, 0.1, 0.0], [0.0, 0.0, 0.0], [0.2, 0.0, 0.0], [-0.5, 0.0, 0.0], [0.0, -0.1, 0.0], [0.0, 0.0, 0.1], [0.5, 0.2, -0.2], [0.0, 0.0, -0.1], [0.1, 0.2, 0.6], [0.0, 0.1, -0.1], [-0.4, -0.4, -0.3], [0.1, 0.0, 0.0], [0.0, 0.0, 0.0], [0.0, 0.0, -0.1], [0.4, -0.2, 0.2], [0.0, 0.0, 0.0], [0.0, 0.1, 0.0], [0.0, 0.1, -0.1], [0.0, 0.0, 0.1], [-0.7, -0.2, 0.1], [0.6, 0.0, -0.2], [0.0, 0.0, 0.0], [0.0, 0.0, 0.0], [0.0, 0.0, 0.0], [-0.1, 0.5, 0.3], [0.0, 0.0, 0.0], [0.0, 0.0, 0.0], [0.0, 0.1, -0.2], [0.0, 0.0, 0.0], [0.1, 0.0, 0.0], [0.0, 0.0, 0.1], [0.0, 0.0, 0.0], [0.0, 0.0, 0.0], [0.0, -0.1, 0.0], [0.0, 0.0, -0.1], [0.0, 0.0, 0.0], [-0.7, 0.0, 0.2]], "de_lowest_kcal_mol": 20.7, "homo_ha": -0.174, "charge": -1}

[2]
{"formula": "C2H6NO2P", "method": "ωB97M-V with the def2-TZVPD basis set", "elements": ["C", "C", "N", "O", "O", "P", "H", "H", "H", "H", "H", "H"], "positions_angstrom": [[1.216, -0.757, 1.108], [0.340, 0.507, -1.179], [-2.137, 0.175, -0.021], [-3.118, 0.807, 0.195], [-1.878, -1.015, 0.299], [0.554, -1.153, -0.597], [1.875, -1.463, 1.511], [1.813, 0.163, 0.920], [0.365, -0.294, 1.571], [1.074, 1.233, -0.665], [0.484, 0.883, -2.232], [-0.588, 0.914, -0.910]], "atomic_forces_ev_per_a": [[-0.1, 2.6, -3.0], [3.7, 2.4, -0.9], [2.2, 0.4, -1.1], [-1.5, -0.8, 0.9], [0.1, 0.5, -0.1], [-0.7, -0.2, 0.6], [0.1, -1.3, 1.1], [0.1, -0.6, 0.1], [-0.5, -0.6, 1.2], [-1.0, -1.2, -0.3], [-0.3, -1.5, 0.5], [-2.2, 0.3, 0.8]], "de_lowest_kcal_mol": 144.9, "homo_ha": [-0.291, -0.317], "charge": 0}

[3]
{"formula": "C6H5N3O3", "method": "ωB97M-V with the def2-TZVPD basis set", "elements": ["C", "C", "C", "C", "C", "C", "N", "N", "N", "O", "O", "O", "H", "H", "H", "H", "H"], "positions_angstrom": [[0.654, 0.271, 1.065], [-0.119, -0.864, 0.930], [0.779, 1.085, -0.001], [-0.773, -1.123, -0.215], [0.266, 0.728, -1.224], [-0.678, -0.304, -1.353], [-1.643, -2.658, -3.968], [-1.136, -0.652, -2.601], [-1.557, -0.156, -3.581], [-1.622, -3.845, -4.185], [-1.804, 0.889, -4.064], [-1.882, -1.726, -4.746], [1.070, 0.746, 2.052], [-0.414, -1.509, 1.802], [1.292, 1.993, 0.269], [-1.481, -1.918, -0.029], [0.504, 1.441, -1.932]], "atomic_forces_ev_per_a": [[0.5, 0.9, 3.3], [0.0, -0.3, 2.9], [0.7, 0.2, 0.5], [-1.8, -0.8, -1.1], [-1.3, 0.2, 0.6], [2.7, 0.7, 1.4], [0.3, 0.6, 0.7], [-1.2, -1.7, -1.1], [1.1, -0.2, 2.4], [-0.3, 1.1, -0.6], [-0.5, 0.9, -1.2], [-0.2, -1.6, -0.5], [-0.9, -1.7, -1.7], [0.8, 0.7, -0.9], [0.2, 0.4, -1.1], [-0.2, -0.3, -1.2], [0.0, 0.9, -2.2]], "de_lowest_kcal_mol": 205.6, "homo_ha": [-0.323, -0.343], "charge": 0}

[4]
{"formula": "C12H16Cl18O6P2", "method": "ωB97M-V with the def2-TZVPD basis set", "elements": ["C", "C", "C", "C", "C", "O", "C", "O", "O", "P", "P", "O", "O", "O", "H", "H", "H", "H", "H", "H", "H", "H", "H", "H", "Cl", "C", "Cl", "Cl", "H", "Cl", "C", "Cl", "Cl", "H", "Cl", "C", "Cl", "Cl", "H", "Cl", "C", "Cl", "Cl", "H", "Cl", "C", "Cl", "Cl", "H", "Cl", "C", "Cl", "Cl", "H"], "positions_angstrom": [[2.001, 2.173, 2.019], [0.949, 1.932, 1.435], [-0.411, 1.593, 0.727], [-0.794, 0.075, 1.157], [-0.861, -0.897, -0.120], [0.473, -1.264, -0.530], [0.496, -2.431, -1.268], [-0.132, -3.432, -1.009], [1.351, -2.529, -2.409], [2.878, -1.830, -2.095], [4.357, -3.399, -1.680], [3.852, -4.343, -0.613], [4.748, -4.346, -3.007], [5.791, -2.717, -1.118], [2.859, 2.106, 2.722], [-1.216, 2.270, 1.137], [-0.340, 1.589, -0.395], [-1.802, 0.130, 1.682], [0.005, -0.269, 1.892], [-1.520, -1.756, 0.193], [-1.433, -0.319, -0.925], [3.300, -1.285, -3.366], [5.366, -3.879, -3.612], [6.086, -3.194, -0.314], [2.848, -1.891, 5.270], [3.124, -0.144, 5.243], [4.851, 0.215, 5.373], [2.449, 0.576, 3.767], [2.619, 0.295, 6.099], [5.863, -7.218, -3.835], [7.355, -7.143, -2.892], [8.734, -6.784, -3.940], [7.224, -5.939, -1.602], [7.518, -8.115, -2.435], [-3.369, 2.865, -3.094], [-1.617, 3.094, -3.182], [-1.051, 4.089, -1.840], [-0.784, 1.532, -3.187], [-1.388, 3.606, -4.112], [-4.122, -2.907, 0.082], [-4.803, -1.766, -1.083], [-6.273, -1.023, -0.438], [-3.615, -0.525, -1.508], [-5.064, -2.313, -1.985], [-4.528, 5.039, 3.325], [-3.932, 3.573, 2.540], [-3.812, 3.812, 0.792], [-2.364, 3.098, 3.211], [-4.641, 2.771, 2.729], [-9.171, 7.273, 1.230], [-7.420, 7.501, 1.141], [-6.852, 8.489, 2.493], [-6.589, 5.941, 1.120], [-7.190, 8.023, 0.216]], "atomic_forces_ev_per_a": [[-1.3, 0.1, -1.1], [-0.3, 0.4, -0.6], [1.1, -1.0, 1.3], [0.6, 0.4, -0.4], [-1.8, 1.5, 1.9], [-0.2, -1.1, -1.8], [-0.7, -2.2, 0.5], [0.6, 2.1, -0.4], [1.1, 1.2, 1.6], [-0.3, 1.7, 0.4], [1.5, -4.1, 1.7], [0.2, 1.9, -1.8], [0.2, 2.2, 0.9], [-1.7, -0.2, -1.3], [-1.0, 1.4, -2.0], [1.1, -0.6, -0.9], [0.1, 0.5, 1.3], [1.2, -0.4, -0.8], [-1.2, 0.1, -0.9], [1.1, 0.4, -0.6], [1.6, -1.0, 0.9], [-0.4, -0.9, 0.3], [-0.4, -0.4, 0.4], [-0.6, 0.2, -0.5], [0.0, 0.1, 0.1], [-0.1, -0.3, 0.0], [-0.1, 0.0, 0.0], [0.3, -2.0, 2.2], [0.1, -0.1, -0.1], [0.2, -0.1, 0.1], [-0.1, 0.1, 0.0], [0.0, 0.0, 0.1], [0.1, -0.2, 0.0], [0.0, 0.2, -0.1], [0.1, 0.0, 0.0], [-0.1, 0.1, 0.1], [0.0, 0.0, -0.1], [0.0, 0.0, -0.1], [0.0, -0.1, 0.1], [-0.1, 0.1, -0.1], [0.0, 0.0, 0.1], [0.1, 0.0, -0.1], [-0.8, -0.1, -0.2], [0.1, 0.1, 0.1], [0.3, -0.3, 0.2], [0.0, 0.1, 0.1], [0.0, -0.1, 0.0], [-0.2, 0.0, 0.1], [0.1, 0.1, 0.0], [0.1, 0.0, 0.0], [0.0, -0.1, 0.0], [0.0, 0.0, -0.1], [-0.3, 0.3, -0.3], [0.0, -0.1, 0.2]], "smiles": "C#CCCCOC(=O)OPP(=O)(O)O.ClC(Cl)Cl.ClC(Cl)Cl.ClC(Cl)Cl.ClC(Cl)Cl.ClC(Cl)Cl.ClC(Cl)Cl", "homo_ha": -0.354, "charge": 0}

[5]
{"formula": "C6H19N2S4SbSeSiW", "method": "ωB97M-V with the def2-TZVPD basis set", "elements": ["W", "N", "C", "C", "C", "N", "H", "H", "H", "H", "H", "H", "H", "H", "H", "H", "S", "Sb", "S", "S", "S", "C", "Si", "C", "C", "Se", "H", "H", "H", "H", "H", "H", "H", "H", "H"], "positions_angstrom": [[-0.432, -0.628, 0.413], [1.968, -0.296, 0.238], [2.916, -0.297, 1.364], [2.440, 0.586, 2.504], [1.236, 0.027, 3.241], [-0.026, 0.204, 2.483], [2.197, -1.049, -0.404], [2.028, 0.576, -0.281], [3.903, 0.030, 1.029], [3.007, -1.326, 1.714], [2.221, 1.596, 2.138], [3.256, 0.686, 3.223], [1.132, 0.519, 4.210], [1.361, -1.042, 3.415], [-0.243, 1.197, 2.418], [-0.785, -0.216, 3.013], [-2.523, -0.822, 0.740], [-0.995, 0.968, -2.445], [-0.172, -1.245, -1.899], [-0.292, 1.735, -0.279], [-3.313, 0.583, -1.965], [-0.308, -6.022, 1.234], [-0.393, -4.531, 0.106], [-2.153, -4.211, -0.410], [0.695, -4.824, -1.385], [0.489, -2.830, 1.363], [-0.645, -6.920, 0.710], [-0.939, -5.880, 2.112], [0.714, -6.193, 1.577], [-2.539, -5.100, -0.917], [-2.227, -3.365, -1.094], [-2.784, -4.007, 0.457], [0.337, -5.689, -1.950], [1.721, -5.024, -1.070], [0.700, -3.961, -2.050]], "atomic_forces_ev_per_a": [[0.0, -0.1, -0.3], [0.0, 0.0, 0.0], [0.0, 0.0, 0.0], [0.0, 0.0, 0.0], [0.0, 0.0, 0.0], [0.0, 0.0, 0.0], [0.0, 0.0, 0.0], [0.0, 0.0, 0.0], [0.0, 0.0, 0.0], [0.0, 0.0, 0.0], [0.0, 0.0, 0.0], [0.0, 0.0, 0.0], [0.0, 0.0, 0.0], [0.0, 0.0, 0.0], [0.0, 0.0, 0.0], [0.0, 0.0, 0.0], [0.0, 0.0, -0.1], [-0.1, -0.1, -0.1], [0.0, 0.1, 0.2], [0.1, 0.0, 0.1], [0.0, 0.0, 0.0], [0.0, 0.0, 0.0], [0.0, 0.0, -0.1], [0.0, 0.0, 0.0], [0.0, 0.0, 0.0], [0.0, 0.0, 0.0], [0.0, 0.0, 0.0], [0.0, 0.0, 0.0], [0.0, 0.0, 0.0], [0.0, 0.0, 0.0], [0.0, 0.0, 0.0], [0.0, 0.0, 0.0], [0.0, 0.0, 0.0], [0.0, 0.0, 0.0], [0.0, 0.0, 0.0]], "de_lowest_kcal_mol": 19.0, "homo_ha": [-0.272, -0.299], "multiplicity": 3, "charge": 0}

What did the fifth record say?
{"formula": "C6H19N2S4SbSeSiW", "method": "ωB97M-V with the def2-TZVPD basis set", "elements": ["W", "N", "C", "C", "C", "N", "H", "H", "H", "H", "H", "H", "H", "H", "H", "H", "S", "Sb", "S", "S", "S", "C", "Si", "C", "C", "Se", "H", "H", "H", "H", "H", "H", "H", "H", "H"], "positions_angstrom": [[-0.432, -0.628, 0.413], [1.968, -0.296, 0.238], [2.916, -0.297, 1.364], [2.440, 0.586, 2.504], [1.236, 0.027, 3.241], [-0.026, 0.204, 2.483], [2.197, -1.049, -0.404], [2.028, 0.576, -0.281], [3.903, 0.030, 1.029], [3.007, -1.326, 1.714], [2.221, 1.596, 2.138], [3.256, 0.686, 3.223], [1.132, 0.519, 4.210], [1.361, -1.042, 3.415], [-0.243, 1.197, 2.418], [-0.785, -0.216, 3.013], [-2.523, -0.822, 0.740], [-0.995, 0.968, -2.445], [-0.172, -1.245, -1.899], [-0.292, 1.735, -0.279], [-3.313, 0.583, -1.965], [-0.308, -6.022, 1.234], [-0.393, -4.531, 0.106], [-2.153, -4.211, -0.410], [0.695, -4.824, -1.385], [0.489, -2.830, 1.363], [-0.645, -6.920, 0.710], [-0.939, -5.880, 2.112], [0.714, -6.193, 1.577], [-2.539, -5.100, -0.917], [-2.227, -3.365, -1.094], [-2.784, -4.007, 0.457], [0.337, -5.689, -1.950], [1.721, -5.024, -1.070], [0.700, -3.961, -2.050]], "atomic_forces_ev_per_a": [[0.0, -0.1, -0.3], [0.0, 0.0, 0.0], [0.0, 0.0, 0.0], [0.0, 0.0, 0.0], [0.0, 0.0, 0.0], [0.0, 0.0, 0.0], [0.0, 0.0, 0.0], [0.0, 0.0, 0.0], [0.0, 0.0, 0.0], [0.0, 0.0, 0.0], [0.0, 0.0, 0.0], [0.0, 0.0, 0.0], [0.0, 0.0, 0.0], [0.0, 0.0, 0.0], [0.0, 0.0, 0.0], [0.0, 0.0, 0.0], [0.0, 0.0, -0.1], [-0.1, -0.1, -0.1], [0.0, 0.1, 0.2], [0.1, 0.0, 0.1], [0.0, 0.0, 0.0], [0.0, 0.0, 0.0], [0.0, 0.0, -0.1], [0.0, 0.0, 0.0], [0.0, 0.0, 0.0], [0.0, 0.0, 0.0], [0.0, 0.0, 0.0], [0.0, 0.0, 0.0], [0.0, 0.0, 0.0], [0.0, 0.0, 0.0], [0.0, 0.0, 0.0], [0.0, 0.0, 0.0], [0.0, 0.0, 0.0], [0.0, 0.0, 0.0], [0.0, 0.0, 0.0]], "de_lowest_kcal_mol": 19.0, "homo_ha": [-0.272, -0.299], "multiplicity": 3, "charge": 0}